21
Properties=species:S:1:pos:R:3 method="wB97M-V/def2-TZVPD" homo_lumo_gap_ev=8.699 smiles=CSC.O.O.O.O de_lowest_kj_mol=113.99 spin_multiplicity=1
S 0.3064 -1.0794 1.5713
O 0.3361 4.1463 1.1030
O 2.1339 1.7922 -2.7664
O -1.0979 2.9577 -2.0792
O -1.6394 -3.0951 -2.5075
C -0.9569 -0.9922 2.8493
C 1.3253 -2.4351 2.1468
H 0.7869 -3.3931 2.1997
H -1.1734 -3.1562 -3.3448
H 2.0702 -2.5958 1.3642
H -1.2235 -2.0005 3.1282
H -0.8268 3.3892 -2.8903
H -1.8682 2.4183 -2.2933
H 1.3990 1.2389 -3.0517
H 1.7818 -2.2220 3.1190
H 0.6428 4.1406 0.1908
H -1.8293 -0.5256 2.3882
H -2.4955 -3.5070 -2.6288
H 2.5395 2.0900 -3.5849
H 0.4892 3.2343 1.3678
H -0.7001 -0.4057 3.7185

***

50
Properties=species:S:1:pos:R:3 method="wB97M-V/def2-TZVPD" total_charge=+3 homo_lumo_gap_ev="6.633 / 5.162" s_squared=6.0215 spin_multiplicity=5
I -1.4051 1.8070 -0.6382
I -2.3410 -1.3990 1.0495
Ru 0.9805 -0.6276 -0.9770
Cl 0.1453 -0.5243 -3.2162
P 1.0196 0.1194 1.0934
P 2.8995 -0.1353 -1.5882
P -2.6935 -0.1002 -1.3479
C -0.2935 -0.6656 3.6353
C -2.3589 1.1491 3.3103
C -1.2726 1.1627 2.4433
C -2.3810 0.2735 4.4104
C -0.1941 0.2678 2.5629
C 2.9808 1.3892 -2.6148
C -4.4047 0.3987 -0.4772
C -3.2262 0.9867 -2.7888
C -1.3528 -0.6590 4.5506
C 2.0564 1.5196 1.3913
C 3.0205 -1.6849 -2.5847
C 2.1042 -1.2666 1.6672
C -2.7001 -1.6969 -2.3430
C 4.4491 -0.1241 -0.5953
H -3.7267 -1.8167 -2.7500
H -1.2779 1.9714 1.6646
H -1.3417 -1.3871 5.3778
H -4.6890 1.4932 -0.7763
H 0.5593 -1.3144 3.8535
H -4.3620 0.1694 0.6444
H 1.4282 2.2263 1.9150
H 4.4445 0.7479 0.0792
H -2.4359 -2.5508 -1.6963
H -3.1650 0.3145 5.1705
H -2.2863 1.1643 -3.4014
H 2.6472 -1.4738 -3.5982
H 4.4698 -1.0202 0.0417
H -3.6441 1.8775 -2.2505
H 2.3110 1.9120 0.4062
H -5.1398 -0.2383 -1.0381
H 2.5146 -0.8964 2.6481
H 4.0934 -1.9423 -2.5644
H 1.5021 -2.2042 1.8176
H -4.0324 0.4450 -3.3686
H 2.3228 -2.4492 -2.1512
H 2.6332 1.1288 -3.6265
H 4.0405 1.7045 -2.5623
H 2.2525 2.1542 -2.2602
H 2.8762 -1.4425 0.8640
H -1.9217 -1.5914 -3.1286
H -3.2096 1.8125 3.1443
H 5.2241 -0.1304 -1.3883
H 2.8801 1.1463 1.9911

***

224
Properties=species:S:1:pos:R:3 method="wB97M-V/def2-TZVPD" total_charge=+3 homo_lumo_gap_ev=5.582 spin_multiplicity=1
P -3.5131 0.5555 -5.5597
O -3.5791 1.5991 3.6904
O 1.7985 0.0383 1.2146
O 1.4971 0.8155 -0.7893
O 0.1935 -4.1482 -3.5788
O -2.4959 -0.1560 4.2231
O -0.4332 -4.2739 -1.5285
N -2.4606 -3.0346 4.2225
N 1.9195 -2.7541 0.9919
N 4.0814 1.1754 2.2327
N 0.6237 0.6065 4.7925
N 1.1498 4.0582 -0.4201
C 0.9070 -1.8682 4.5661
C -4.0811 3.2837 -6.3573
C 3.8625 1.5479 0.7537
C 1.0830 0.2897 0.2255
C -0.3969 -0.1279 0.3573
C -3.5712 -5.1223 3.5866
C 0.9769 2.3450 -4.0205
C -1.3905 -2.7381 -1.0113
C 2.5901 -2.0373 2.1857
C 2.7485 0.7756 2.9185
C -2.8039 0.6771 3.4051
C 3.9927 0.1374 0.0426
C 1.8753 -4.3323 1.1971
C -1.7462 -2.0371 0.3520
C 0.8419 0.8599 -4.3977
C 1.6049 -6.5981 0.0833
C -4.2554 -1.0463 -5.9516
C -1.6939 3.7551 4.2662
C 0.3725 -2.1061 -2.3413
C 1.9962 0.9590 5.4913
C -0.2567 3.0346 4.3653
C -2.0137 -3.0094 1.5799
C -4.0102 -2.8371 4.1394
C 0.2610 3.8813 1.7767
C -1.4532 5.1046 3.5775
C -1.7210 -2.3129 2.9711
C -4.1397 -3.4423 -6.8082
C -0.4408 1.6673 5.1260
C 1.2244 2.4723 -2.4810
C 0.6043 0.2099 3.3049
C 6.5617 2.3294 4.8023
C 1.5145 -5.0727 -0.1251
C -5.1161 4.3991 -6.6992
C 2.6297 3.6967 -0.1147
C 4.2049 -2.5173 0.3021
C -4.5396 -4.2269 4.2952
C 5.0790 2.1639 4.6171
C 0.6086 0.3158 -6.8772
C -2.3858 1.7591 -3.0889
C 1.2079 1.7326 -6.8136
C -1.9801 0.7730 -6.4712
C 4.6606 2.3757 3.0429
C 0.5292 -2.2020 0.7373
C 0.3500 5.3288 1.5664
C -5.7693 4.1923 -8.0971
C -0.6269 0.0898 -6.0556
C 7.0417 2.1717 6.2370
C 1.1583 -1.1738 3.2132
C 0.1508 -0.7708 5.3559
C 0.9115 3.9315 -1.9280
C 5.2412 -0.4547 0.6644
C 4.0498 -1.9848 1.8062
C 2.7818 -2.3333 -0.1805
C -1.4220 2.6024 -0.7933
C -2.0848 1.4609 -1.5636
C 0.9430 5.5407 0.0781
C -3.2893 -2.1662 -6.4522
C 0.0802 3.2764 0.3963
C -0.0301 -3.5824 -2.4816
C -1.9121 -2.4363 5.5015
C 5.1901 0.0635 2.1403
C -2.2787 0.6362 2.0340
C -2.2840 -4.5687 4.0795
C -4.6717 1.9801 -5.8612
C -4.8377 -3.3241 -8.2497
C -3.0889 0.5263 -3.7937
C 0.3470 -7.0878 0.8800
H -4.4231 -2.3545 5.0252
H -0.0583 -2.4613 1.6180
H -2.4018 -0.3197 -3.7808
H 2.2971 1.7604 -6.7852
H -5.9396 4.4318 -5.9859
H 3.1550 -0.5425 0.1978
H 0.7065 1.7763 -1.8211
H 4.8562 -0.6461 2.8974
H 1.8978 6.0657 0.1086
H -1.4612 -3.9175 1.3388
H -3.0748 -3.2574 1.5546
H -2.3974 -3.0692 6.2445
H -3.6910 -5.0000 2.5101
H 6.7104 2.8464 7.0264
H -0.4975 3.5427 2.4824
H -2.9584 1.1018 -1.0195
H 1.8705 -2.1896 4.9614
H 6.7607 3.3202 4.3937
H -4.2255 -2.3035 3.2137
H -0.7641 5.6887 4.1875
H 4.4335 -3.5709 0.1415
H -0.6093 5.8462 1.5725
H -2.0183 -4.9628 5.0605
H -5.6477 -2.6064 -8.1194
H 1.9306 0.9532 6.5793
H -1.7486 1.8319 -6.3565
H 8.1189 2.3187 6.1585
H 2.8661 -4.6027 1.5621
H -5.3513 1.5117 -6.5731
H -2.2597 0.4606 -7.4774
H 0.8575 0.8350 -5.4873
H -1.4365 1.2844 4.9020
H 0.0655 2.8792 -4.2891
H 2.4201 -2.5153 3.1504
H -1.3867 1.2278 1.8279
H -2.4350 5.5761 3.5359
H 2.3610 -0.0960 2.3909
H -0.4260 -1.4632 -1.9710
H -0.5283 -1.0673 -0.1798
H 0.3820 -6.7250 1.9073
H 0.5722 3.6368 4.7370
H -0.9347 -0.7325 5.2652
H 2.5666 -2.8226 -1.1305
H 4.2822 -0.9274 1.9323
H 2.0827 1.6363 2.8556
H 1.1001 0.9833 2.7183
H -0.8309 -0.9804 -6.0223
H 1.0100 5.8117 2.2870
H 4.7389 -2.5261 2.4544
H 5.3709 -1.5223 0.4868
H -0.9737 -1.2964 0.5591
H -1.4955 0.5514 -1.4469
H 0.5674 -0.1077 -7.8807
H -1.5577 2.0877 -3.7168
H 2.8410 2.6320 -0.0153
H 2.5702 -1.2836 -0.3838
H -6.5682 3.4691 -7.9333
H 2.7229 0.1588 5.3507
H 2.3439 1.8937 5.0514
H 5.4901 2.7563 2.4470
H -6.1055 5.1518 -8.4898
H 1.2369 -4.5567 2.0516
H -4.6257 5.3723 -6.6758
H -2.6646 -1.5117 0.0902
H 2.2126 -1.2560 2.9492
H -2.1871 -3.3827 -1.3830
H -5.5184 -4.2451 3.8159
H -3.8933 -6.1419 3.7983
H -2.6055 -2.0249 -7.2892
H 4.8940 -1.8863 -0.2593
H -0.9988 5.1025 2.5867
H -0.4049 2.7464 -1.1580
H 0.5820 -1.6691 -3.3177
H -2.3843 3.1629 3.6656
H -1.3873 -4.8502 3.5275
H 2.0924 -1.0676 2.1700
H 2.4962 -6.7751 0.6853
H -2.1556 -1.3834 5.6433
H 6.7945 1.1513 6.5299
H -0.6058 -6.7329 0.4874
H 1.6283 4.6551 -2.3161
H -3.9864 0.2421 -3.2443
H 4.4878 2.9190 5.1350
H 0.4192 2.2423 0.3335
H 2.1746 -4.8454 -0.9621
H 1.5760 0.2103 -3.9209
H -0.8390 -2.5575 5.6497
H -1.8499 3.6023 -0.8655
H 6.0997 0.0180 0.1872
H -4.9191 -3.5614 -6.0557
H -0.6570 -2.3988 3.1918
H 1.1026 2.2080 -5.8384
H -5.1811 3.7477 -8.8998
H -0.4345 0.3140 2.9915
H -0.9476 -2.0570 -1.7379
H 1.5954 -7.1571 -0.8524
H 1.2786 -0.4025 -6.4048
H -4.6597 -4.4912 5.3459
H 6.1124 0.5722 2.4209
H -0.8560 3.4564 -0.1322
H 0.4242 -0.7382 6.4106
H 4.6702 1.2518 5.0520
H 0.2675 -2.7453 4.4664
H 1.2305 -1.8693 -1.7121
H 4.7167 2.1555 0.4550
H 3.2900 4.0811 -0.8921
H 0.3121 -8.1769 0.9087
H 1.1924 3.5651 2.2464
H -2.1517 3.9055 5.2440
H -0.3035 0.3516 -5.0482
H -3.5021 -4.3264 -6.8081
H 0.0086 2.8716 3.3207
H -0.1421 0.5924 -4.0128
H -1.9984 -0.3878 1.7871
H 0.8149 -1.8334 2.4162
H 2.3076 2.3760 -2.4077
H -1.4378 2.5134 0.2930
H -0.1300 4.2028 -2.1004
H 3.8155 3.0457 2.8850
H -3.0142 0.9974 1.3153
H -0.5776 -3.4291 -0.7880
H 0.7406 2.3687 -7.5654
H -2.5801 -2.3158 -5.6381
H -4.7112 -1.4021 -5.0276
H 2.8897 2.0329 0.6720
H 0.6077 -1.1188 0.6442
H 2.8470 0.4669 3.9592
H -4.2751 -3.0860 -9.1524
H -1.8904 -1.2605 3.1988
H -5.2529 -4.2736 -8.5875
H 4.0944 0.2930 -1.0314
H -3.5476 2.9968 -7.2635
H -0.7076 -0.2483 1.3951
H 0.5108 -4.8602 -0.4933
H 0.0685 -2.7659 -0.0738
H 7.0921 1.6414 4.1439
H 2.9365 4.1296 0.8375
H -3.4350 3.8254 -5.6665
H 0.2524 5.9557 -0.6560
H -5.0667 -0.8431 -6.6505
H -5.1740 2.0219 -4.8948
H 1.8386 2.8110 -4.4984
H -3.0413 2.6285 -3.0378
H -1.0431 0.6060 -0.1242
H -0.3820 1.7564 6.2108

***

97
Properties=species:S:1:pos:R:3 method="wB97M-V/def2-TZVPD" total_charge=-1 homo_lumo_gap_ev=6.314 spin_multiplicity=1
Al 2.0158 -1.6594 2.1190
F 0.5893 1.9319 -4.2500
F -4.7380 -5.8077 2.9874
F -1.3541 2.9685 3.1718
F -0.3882 4.6679 -4.9246
F -7.1714 -2.4412 1.7544
F -4.2119 2.0993 3.6969
F -6.2398 2.1177 2.8761
F -3.7887 -6.4290 4.8567
F -4.4956 2.1425 0.8288
F -1.8468 -4.5635 4.5091
F -3.8375 -3.7355 4.7554
F -2.3419 5.6167 -5.2478
F -0.3893 0.5543 2.4714
F -2.1403 1.3472 -3.6134
F -1.5608 1.5067 -1.5249
F -2.5354 0.6618 2.0721
F -1.4807 2.3402 -6.1148
F -4.8446 -1.4779 0.8995
F -6.2210 -3.4230 3.4581
F -0.0172 3.0062 1.4285
F -1.4997 4.1667 -7.3151
F -5.5299 4.0327 1.0911
F 0.1647 0.0993 -3.1243
F -4.9233 -3.6708 0.9544
O -3.4243 3.9206 1.6871
O 2.3116 -0.6759 3.5945
O -1.3648 3.2793 -2.7812
O -2.8458 -3.7463 2.7367
O 2.3283 -1.5908 -4.7589
C -2.2334 3.4919 1.0429
C -2.2515 3.9693 -3.6348
C -5.1040 2.8425 3.0233
C 0.1787 1.4420 -3.0631
C -1.7083 4.4274 -4.9942
C 4.9606 -2.0871 1.6978
C -6.0923 -2.4136 2.5741
C -3.4718 -2.5160 2.4428
C -4.5791 3.2145 1.6269
C 3.3973 -0.8640 -5.3284
C -1.2562 1.9188 -2.7853
C 4.7767 -0.4757 -3.1913
C -1.2582 2.6418 1.8663
C 1.9899 1.5244 4.5643
C -3.0422 -4.4095 3.9030
C -4.8249 -2.5696 1.7264
C 5.5274 -2.1097 0.2812
C 4.6856 -1.1348 -4.5753
C 2.8815 2.6408 5.1014
C -1.3119 1.1201 1.6940
C 1.6420 -2.4891 -5.5951
C -2.0248 3.5656 -6.2232
C -3.5698 -5.8319 3.6607
C 5.3887 -1.3796 -2.1181
C 4.8670 -1.1513 -0.7039
C 3.6258 -2.8425 1.8622
C 2.6922 0.6581 3.5095
H 2.4858 1.0811 2.5145
H 6.4737 -1.2351 -2.0834
H 3.4645 -3.5159 1.0103
H -1.6908 4.4161 0.8517
H -6.0785 -1.4593 3.1062
H 1.7485 -0.6560 0.8421
H 1.7769 -3.5097 -5.2309
H 1.9997 -2.4329 -6.6267
H 5.2203 -2.4274 -2.3828
H 3.1862 3.3169 4.2986
H -3.1060 3.4746 -6.3558
H 5.4308 -3.1200 -0.1324
H 5.0821 -0.1198 -0.4054
H 3.7892 2.2265 5.5444
H 3.5262 -1.1339 -6.3822
H 0.5759 -2.2606 -5.5902
H -1.1258 0.8329 0.6592
H 4.7645 -2.2210 -4.4779
H 3.7800 0.7590 3.6709
H 2.3722 3.2419 5.8564
H 5.4127 0.4070 -3.2970
H -2.4441 3.0235 0.0837
H -2.4615 4.8975 -3.1054
H 1.6782 0.8716 5.3809
H 6.6004 -1.8828 0.3162
H -5.3250 3.7512 3.5857
H 5.5199 -0.8198 -5.2073
H 3.7823 -1.2782 -0.6641
H 0.8524 1.7757 -2.2720
H 0.6717 -2.5760 2.3437
H 3.7945 -0.1244 -2.8692
H 4.8486 -1.0446 2.0226
H 3.6676 -3.4711 2.7576
H -3.1954 3.4364 -3.7560
H -2.8324 -6.4044 3.0968
H 5.7277 -2.5142 2.3535
H 3.1488 0.2032 -5.2954
H 1.0920 1.9737 4.1402
H -3.5162 -1.8609 3.3134
H -2.8014 -2.0423 1.7273

***

no.,DFT total energy (hartree),F_max (eV/A)
1,-783.70987,0.57
2,-2724.15592,6.29
3,-3702.92589,15.18
4,-4068.29114,0.70